Below is 2 unconnected molecules or ions with the total composition C5H10N3O2 in a non-equilibrium geometry, with properties calculated with the ωB97M-V functional and the def2-TZVPD basis.

```
20
Properties=species:S:1:pos:R:3:forces:R:3:lowdin_spin:R:1
C -2.34906 -0.81668 0.94274 1.0 -0.1 0.8 -0.0163
C 2.88028 -0.19637 0.16273 -0.9 -2.1 3.3 0.0691
C -3.83399 0.29194 -0.25798 2.0 2.1 0.5 0.0199
C -2.43437 0.91605 -0.60303 0.1 -1.8 -2.5 0.0376
C 4.27559 -0.17696 -0.28677 -1.6 1.5 0.2 0.0488
N -3.54283 -0.78307 0.57019 -0.4 -2.4 1.5 0.1850
N 1.91266 -0.27487 -0.66568 0.3 0.4 -1.1 0.6413
N -1.53309 0.19273 0.29121 -5.1 -1.0 0.7 0.3803
O 2.76622 -0.38722 1.50390 -1.5 -0.8 -1.2 0.0184
O -0.36110 0.36555 0.49708 4.5 0.3 0.7 0.5347
H -1.93485 -1.50801 1.73539 -0.2 1.0 -1.2 -0.0033
H -4.43353 0.97316 0.34846 0.0 0.3 -0.1 0.0096
H -4.40027 0.05586 -1.08513 -1.2 -0.8 -1.9 0.0030
H -1.99041 0.71478 -1.63717 -1.1 0.1 0.9 0.0206
H -2.51657 1.95006 -0.54342 0.7 2.0 0.8 0.0108
H 4.58709 0.75529 0.16290 0.8 0.4 -0.1 0.0115
H 4.81916 -1.00446 0.06822 0.6 -1.0 0.3 0.0010
H 4.11778 -0.09887 -1.31986 1.3 0.1 -1.7 0.0027
H 2.01641 -0.03280 -1.67666 -0.6 0.0 1.1 0.0235
H 1.95486 -0.93613 1.79291 1.2 1.6 -0.9 0.0018
```
Forces are in eV/Å.

Values from the calculation:
Max |F| in hartree/bohr: 0.101
Net charge: +1
Frontier orbital gap (alpha / beta) in eV: 8.076 / 4.411
HOMO (alpha / beta) in eV: -11.7 / -12.9
2S+1: 3
Energy in eV: -13899.324
E_LUMO (alpha / beta) in eV: -3.6 / -8.5